# 1
{
  "formula": "C9H13FNP",
  "method": "ωB97M-V/def2-TZVPD",
  "gap_ev": 8.869,
  "lumo_energy_ev": 0.70,
  "smiles": "F[C@]1(N2CCCP2)C=CC=CC1",
  "homo_energy_ha": -0.3003,
  "charge": 0,
  "total_energy_ha": -846.63001,
  "relative_energy_kcal_mol": 0.0,
  "symbols": ["C", "C", "C", "C", "C", "C", "C", "C", "C", "N", "F", "P", "H", "H", "H", "H", "H", "H", "H", "H", "H", "H", "H", "H", "H"],
  "coordinates": [[-2.73827, 0.67850, -1.08407], [-2.31235, 1.37867, 0.16399], [-2.37833, -0.61347, -1.17149], [-1.43624, 0.90459, 1.05433], [-1.64566, -1.30677, -0.15455], [2.78877, -0.59434, -0.12288], [1.33239, -0.99280, -0.46586], [2.80850, 1.02625, -0.04972], [-0.78066, -0.37830, 0.70307], [0.44214, 0.00101, 0.16881], [-0.52195, -1.10968, 1.95071], [1.20507, 1.49932, 0.65256], [-3.37665, 1.34621, -1.81765], [-2.96353, 2.28651, 0.35165], [-2.60491, -1.19651, -2.08253], [-1.35574, 1.38516, 2.00319], [-2.42452, -1.82025, 0.54375], [-0.93508, -2.06688, -0.45785], [2.87414, -0.95116, 0.99576], [3.40551, -0.94493, -0.92482], [1.24116, -0.74757, -1.53301], [1.12205, -2.04937, -0.23474], [3.69976, 1.42153, 0.53121], [3.02736, 1.52957, -1.03634], [1.52703, 1.31470, 2.01649]]
}

# 2
{
  "formula": "C9H13FSi",
  "method": "ωB97M-V/def2-TZVPD",
  "gap_ev": [7.222, 7.701],
  "lumo_energy_ev": [-0.48, 0.72],
  "homo_energy_ha": [-0.2830, -0.2566],
  "charge": 0,
  "total_energy_ha": -739.99311,
  "relative_energy_kcal_mol": 98.6,
  "symbols": ["C", "C", "C", "C", "C", "C", "C", "C", "C", "F", "Si", "H", "H", "H", "H", "H", "H", "H", "H", "H", "H", "H", "H", "H"],
  "coordinates": [[-0.93505, -1.51032, -2.68933], [0.39476, -1.36029, -2.28671], [-1.99307, -1.25181, -1.75963], [0.65865, -0.91313, -0.93262], [-1.66646, -0.93140, -0.42502], [-0.35779, -0.89911, 0.01207], [0.68653, 2.85197, 0.69701], [1.53792, -1.43086, 2.73063], [-0.38669, 3.08900, -0.26652], [-1.23255, -0.99304, 2.54885], [0.13284, -0.59116, 1.74109], [-1.06029, -1.62405, -3.75740], [1.24958, -1.49676, -2.93139], [-2.92542, -1.46639, -2.15025], [1.63796, -0.77787, -0.57928], [-2.44604, -0.76462, 0.37652], [0.93669, 3.73160, 1.20461], [0.45697, 2.06345, 1.34210], [1.62570, 2.60019, 0.01384], [1.16912, -1.99385, 3.50092], [2.02322, -2.10553, 1.98692], [2.11551, -0.60781, 3.03733], [-1.37491, 2.50443, -0.32698], [-0.24716, 3.87736, -1.08675]]
}

# 3
{
  "formula": "C9H13IN",
  "method": "ωB97M-V/def2-TZVPD",
  "gap_ev": 7.735,
  "lumo_energy_ev": -5.06,
  "smiles": "CC(C)(C)/[NH+]=C/C=C\\C#CI",
  "homo_energy_ha": -0.4700,
  "charge": 1,
  "total_energy_ha": -702.81855,
  "relative_energy_kcal_mol": 49.2,
  "symbols": ["C", "C", "C", "C", "C", "C", "C", "C", "C", "N", "I", "H", "H", "H", "H", "H", "H", "H", "H", "H", "H", "H", "H", "H"],
  "coordinates": [[1.59981, 1.26496, 3.35796], [1.00266, 1.93226, 2.33343], [1.59375, -0.06087, 3.57789], [0.42533, 1.39219, 1.10031], [1.73288, -1.16069, 4.01660], [-0.12993, 0.22100, -1.62848], [-1.73849, -1.05692, 0.06857], [0.69629, -1.88024, -0.30392], [-0.27802, -0.62818, -0.27740], [0.21760, 0.16426, 0.83805], [1.60659, -3.14801, 4.14826], [1.95706, 1.89917, 4.10567], [1.03011, 3.01294, 2.30095], [0.33996, -0.49020, 1.63776], [0.27370, 2.21167, 0.32463], [-0.15506, -0.59253, -2.45132], [-0.87788, 1.00858, -1.58934], [0.81577, 0.78731, -1.78069], [-1.88692, -1.77004, 0.80162], [-2.38529, -0.23945, 0.15937], [-2.08700, -1.49508, -0.88383], [0.58811, -2.56189, -1.14748], [1.70583, -1.46740, -0.10217], [0.41393, -2.52092, 0.52240]]
}

# 4
{
  "formula": "C9H13N",
  "method": "ωB97M-V/def2-TZVPD",
  "gap_ev": 8.579,
  "lumo_energy_ev": 0.78,
  "homo_energy_ha": -0.2866,
  "charge": 0,
  "total_energy_ha": -405.27804,
  "relative_energy_kcal_mol": 94.5,
  "symbols": ["C", "C", "C", "C", "C", "C", "C", "C", "C", "N", "H", "H", "H", "H", "H", "H", "H", "H", "H", "H", "H", "H", "H"],
  "coordinates": [[0.77635, 1.46491, -0.15260], [-0.54500, 1.69166, -0.83452], [1.28671, -0.21105, 1.67678], [0.35087, 0.41272, 0.71516], [-0.98655, 0.35184, -0.00892], [1.78546, -0.02123, 0.24098], [-1.10155, -1.01643, -0.68776], [-2.21912, 0.60027, 0.76560], [1.97745, -1.12922, -0.67710], [2.06579, 1.33151, -0.31440], [-1.29848, 2.54279, -0.83313], [-0.45468, 1.51677, -1.94872], [1.72744, 0.37367, 2.56300], [1.18009, -1.32753, 1.91049], [-0.92962, -1.77400, 0.08638], [-0.29448, -1.10939, -1.31179], [-1.96022, -1.31328, -1.17415], [-2.24727, 1.48785, 1.37697], [-2.14067, -0.22713, 1.44065], [-3.08052, 0.49518, 0.15039], [1.70496, -0.74770, -1.71257], [1.34507, -2.01257, -0.45509], [3.05795, -1.37962, -0.81562]]
}

# 5
{
  "formula": "C9H13N2",
  "method": "ωB97M-V/def2-TZVPD",
  "gap_ev": [8.708, 7.727],
  "lumo_energy_ev": [-4.22, -4.59],
  "homo_energy_ha": [-0.4749, -0.4527],
  "charge": 1,
  "total_energy_ha": -459.85587,
  "relative_energy_kcal_mol": 99.3,
  "symbols": ["C", "C", "C", "C", "C", "C", "C", "C", "C", "N", "N", "H", "H", "H", "H", "H", "H", "H", "H", "H", "H", "H", "H", "H"],
  "coordinates": [[2.77426, 1.81125, 0.04665], [1.42265, 1.55324, 0.25165], [3.63399, 0.74412, -0.18888], [3.13691, -0.53994, -0.20696], [1.00826, 0.24792, 0.22289], [-3.46843, 0.28738, 0.06110], [-2.53627, 1.36600, -0.27953], [-2.01504, -0.08213, -0.35493], [1.31036, -2.11817, -0.00560], [1.83122, -0.76801, 0.00674], [-1.20468, -0.64519, 0.55752], [3.14691, 2.82412, 0.07046], [0.72733, 2.35613, 0.43184], [4.68732, 0.90770, -0.35909], [3.76824, -1.39766, -0.38891], [-3.72426, 0.11864, 1.09559], [-4.22410, -0.02239, -0.64266], [-2.63919, 1.87362, -1.22596], [-2.14349, 1.97323, 0.52284], [-1.90360, -0.49807, -1.35063], [0.60936, -2.23887, 0.81946], [0.75647, -2.29139, -0.92837], [2.11854, -2.84101, 0.07212], [-1.30439, -0.22919, 1.48200]]
}

# 6
{
  "formula": "C9H13N2",
  "method": "ωB97M-V/def2-TZVPD",
  "gap_ev": 10.710,
  "lumo_energy_ev": -2.47,
  "smiles": "CC1=C([N@+]23C[C@H]2[C@]2(C)CN23)C1",
  "homo_energy_ha": -0.4845,
  "charge": 1,
  "total_energy_ha": -459.78708,
  "relative_energy_kcal_mol": 142.4,
  "symbols": ["C", "C", "C", "C", "C", "C", "C", "C", "C", "N", "N", "H", "H", "H", "H", "H", "H", "H", "H", "H", "H", "H", "H", "H"],
  "coordinates": [[2.42684, 0.16464, 0.06538], [1.30241, -0.49805, 0.05439], [2.48202, -1.23806, -0.50894], [-1.06374, 1.42517, -0.50531], [-0.81908, -1.73002, 0.70027], [-1.19616, -1.00646, -0.53779], [-1.93391, 0.27137, -0.20565], [3.20531, 1.35258, 0.37847], [-3.39129, 0.35203, 0.10497], [-0.85260, 0.70722, 0.72989], [-0.04659, -0.57457, 0.29512], [2.56658, -1.36740, -1.58143], [2.93839, -2.03211, 0.06744], [-0.30785, 1.38361, -1.27880], [-1.47307, 2.41087, -0.33331], [-1.40647, -1.61180, 1.60132], [-0.29991, -2.67573, 0.60618], [-1.09311, -1.43913, -1.52244], [3.33466, 1.95336, -0.52278], [4.19686, 1.06714, 0.72284], [2.70458, 1.95593, 1.13315], [-3.70177, -0.47969, 0.73260], [-3.96490, 0.32630, -0.81860], [-3.60719, 1.28277, 0.62301]]
}

# 7
{
  "formula": "C9H13N2",
  "method": "ωB97M-V/def2-TZVPD",
  "gap_ev": 8.148,
  "lumo_energy_ev": -4.60,
  "homo_energy_ha": -0.4684,
  "charge": 1,
  "total_energy_ha": -459.91612,
  "relative_energy_kcal_mol": 61.5,
  "symbols": ["C", "C", "C", "C", "C", "C", "C", "C", "C", "N", "N", "H", "H", "H", "H", "H", "H", "H", "H", "H", "H", "H", "H", "H"],
  "coordinates": [[0.03099, -2.36189, 0.32178], [-0.81808, -2.19355, -0.76036], [0.00862, -1.47806, 1.37322], [-1.84421, -1.24421, -0.58177], [-1.06956, -0.59385, 1.54154], [-1.97344, -0.42470, 0.50242], [0.69757, 2.39942, 0.20641], [1.78607, 0.57046, -0.14152], [0.56012, 1.24025, -0.74594], [-0.20753, 0.99762, -1.76902], [1.81864, 1.63973, 0.85296], [0.73962, -3.22837, 0.29707], [-0.62854, -2.77204, -1.66159], [0.79325, -1.53723, 2.06078], [-2.59355, -0.95185, -1.40428], [-1.21800, 0.00108, 2.45331], [0.98734, 3.40565, -0.20573], [-0.08031, 2.48754, 1.00720], [1.60638, -0.51692, 0.30292], [2.44804, 0.39237, -0.93017], [-0.86792, 1.65191, -2.14535], [-0.06245, 0.16479, -2.29035], [2.68624, 2.17724, 0.88232], [-2.79929, 0.17461, 0.83415]]
}

# 8
{
  "formula": "C9H13N2O3",
  "method": "ωB97M-V/def2-TZVPD",
  "gap_ev": 4.362,
  "lumo_energy_ev": -5.94,
  "homo_energy_ha": -0.3785,
  "charge": 1,
  "total_energy_ha": -685.56304,
  "relative_energy_kcal_mol": 70.5,
  "symbols": ["C", "C", "C", "C", "C", "C", "C", "C", "C", "N", "N", "O", "O", "O", "H", "H", "H", "H", "H", "H", "H", "H", "H", "H", "H", "H", "H"],
  "coordinates": [[3.71377, -1.47548, 1.84205], [2.46206, -0.11766, 0.50020], [0.13863, 0.35956, 0.17134], [-3.55871, 0.43629, 0.73443], [4.89314, -1.60556, 0.91157], [3.73529, 0.44062, -0.02328], [4.58661, -0.80940, -0.35084], [-5.49361, 1.49863, -2.20864], [-5.23485, 0.60868, -0.90782], [2.57847, -0.86853, 1.56617], [1.30760, 0.26604, 0.02354], [-0.98367, 0.53734, 0.16176], [-4.43369, -0.16276, 1.58652], [-3.92790, 0.82283, -0.38232], [3.86511, -1.66701, 2.98757], [5.74428, -1.29434, 1.36671], [5.10956, -2.59946, 0.47695], [3.62575, 1.10630, -0.81303], [4.31134, 0.99927, 0.70096], [5.55665, -0.62666, -0.74216], [4.00372, -1.33601, -1.14420], [-5.31565, 2.51867, -1.88046], [-4.99489, 1.21133, -3.12377], [-6.56631, 1.49738, -2.41942], [-5.25314, -0.45832, -1.17318], [-5.95451, 0.92480, -0.22332], [-3.91506, -0.20656, 2.36269]]
}

# 9
{
  "formula": "C9H13N3",
  "method": "ωB97M-V/def2-TZVPD",
  "gap_ev": 8.806,
  "lumo_energy_ev": 0.50,
  "smiles": "N/N=C/N1CC1.C=CC#CC=C",
  "homo_energy_ha": -0.3052,
  "charge": 0,
  "total_energy_ha": -514.79360,
  "relative_energy_kcal_mol": 114.5,
  "symbols": ["C", "C", "C", "C", "C", "C", "C", "C", "C", "H", "H", "H", "H", "H", "H", "H", "H", "H", "H", "H", "H", "H", "N", "N", "N"],
  "coordinates": [[0.31543, 0.59318, 2.73650], [-0.62776, 0.37996, 1.81365], [-1.56444, 1.30995, 1.20456], [-2.31845, 2.07345, 0.62526], [-2.93983, 3.16388, -0.07604], [-2.46501, 4.41610, -0.02146], [1.48844, -1.86705, -1.67658], [1.14113, -2.88358, 0.51413], [2.56106, -3.07569, 0.05415], [0.51861, 1.58637, 3.14237], [0.98197, -0.20649, 3.06345], [-0.59022, -0.66159, 1.39172], [-3.80880, 2.89370, -0.67654], [-1.60485, 4.64608, 0.61588], [-2.95534, 5.25673, -0.54116], [1.23459, 0.07931, -3.21268], [0.23239, 0.90341, -2.10477], [2.31413, -1.83768, -2.40917], [0.86660, -1.86551, 0.76065], [0.75984, -3.81514, 0.98154], [2.99954, -4.06057, 0.20155], [3.26541, -2.23969, 0.04116], [1.01305, 0.28507, -2.21089], [0.73748, -0.85352, -1.47326], [1.42700, -3.05158, -0.93000]]
}

# 10
{
  "formula": "C9H13N3",
  "method": "ωB97M-V/def2-TZVPD",
  "gap_ev": 4.987,
  "lumo_energy_ev": -11.06,
  "homo_energy_ha": -0.5896,
  "charge": 2,
  "total_energy_ha": -514.24855,
  "relative_energy_kcal_mol": 98.2,
  "symbols": ["C", "C", "C", "C", "C", "C", "C", "C", "C", "N", "N", "N", "H", "H", "H", "H", "H", "H", "H", "H", "H", "H", "H", "H", "H"],
  "coordinates": [[2.60244, 1.26834, 2.56648], [2.01140, 0.03951, 3.21025], [-1.77248, -0.22982, -2.25769], [-0.24493, -0.58871, -2.13838], [0.47505, -0.07765, 2.77964], [-2.48846, -0.72589, -3.38822], [1.24793, 0.93476, -0.60681], [-0.17904, -0.55512, 0.29951], [1.39078, 0.91638, 0.72209], [0.27731, -0.07902, -0.87943], [2.29502, 1.61133, 1.36934], [0.42777, 0.07992, 1.29140], [3.36508, 1.93372, 3.14410], [2.45971, -0.81098, 2.67857], [2.14434, -0.14457, 4.30037], [-2.36635, -0.64060, -1.38731], [-2.00884, 0.85460, -1.92682], [-0.11789, -1.66661, -2.13304], [0.41019, -0.02954, -2.94109], [0.01398, -1.02091, 3.07586], [-0.09504, 0.64753, 3.25821], [-3.59294, -0.49485, -3.38100], [-2.29050, -1.44125, -4.16680], [1.74499, 1.36423, -1.51431], [-0.77140, -1.39479, 0.56959]]
}

# 11
{
  "formula": "C9H13N4",
  "method": "ωB97M-V/def2-TZVPD",
  "gap_ev": 8.600,
  "lumo_energy_ev": -3.80,
  "homo_energy_ha": -0.4557,
  "charge": 1,
  "total_energy_ha": -569.45105,
  "relative_energy_kcal_mol": 62.1,
  "symbols": ["C", "C", "C", "C", "C", "C", "C", "C", "C", "N", "N", "N", "N", "H", "H", "H", "H", "H", "H", "H", "H", "H", "H", "H", "H", "H"],
  "coordinates": [[-2.56993, 0.60772, -3.63454], [-1.87224, 1.69126, -3.12693], [-2.81488, -0.53080, -2.88044], [-1.35317, 1.70609, -1.88662], [-2.22077, -0.57523, -1.60891], [-1.48137, 0.56593, -1.16526], [-0.11857, 1.38491, 2.14974], [0.36127, 0.03089, 1.99511], [-0.79714, 0.65469, 0.24269], [-0.68542, 1.75599, 0.99759], [-0.26892, -0.41087, 0.83864], [-0.08930, -1.74197, 0.50646], [3.14323, -0.21998, 2.05440], [-3.01885, 0.83664, -4.65206], [-1.75534, 2.51371, -3.77087], [-3.49810, -1.43427, -3.18169], [-0.68266, 2.50060, -1.61842], [-2.44998, -1.32711, -0.80523], [0.11060, 2.02787, 2.97233], [1.71626, 0.01759, 1.84953], [0.49342, -0.77579, 2.76082], [0.09264, -1.79613, -0.48775], [-0.84525, -2.38556, 0.71518], [3.52924, -1.07572, 1.76769], [3.62876, 0.00899, 2.97390], [3.56804, 0.45056, 1.43631]]
}

# 12
{
  "formula": "C9H13N4OS",
  "method": "ωB97M-V/def2-TZVPD",
  "gap_ev": [2.693, 2.632],
  "lumo_energy_ev": [-7.99, -8.05],
  "homo_energy_ha": [-0.3926, -0.3926],
  "charge": 1,
  "total_energy_ha": -1042.79688,
  "relative_energy_kcal_mol": 106.3,
  "symbols": ["C", "C", "C", "C", "C", "C", "C", "C", "C", "N", "N", "N", "N", "O", "S", "H", "H", "H", "H", "H", "H", "H", "H", "H", "H", "H", "H", "H"],
  "coordinates": [[-4.85678, 1.98499, -1.97588], [-4.26038, 1.47516, -3.06477], [2.50839, -2.74844, 0.80901], [1.83733, -2.10509, -0.19203], [-2.79342, 1.67247, -1.34166], [2.34921, -0.63527, 1.22612], [-1.51881, 1.69288, -0.57632], [2.42772, 0.63868, 1.98591], [3.14084, -2.11536, 3.12135], [-3.96012, 2.07357, -0.90184], [-2.90199, 1.24287, -2.70572], [2.72076, -1.83854, 1.79862], [1.86765, -0.75418, 0.06078], [-2.20564, 0.26455, -4.95411], [-1.65080, 0.65145, -3.66694], [-5.74332, 2.51880, -1.74947], [-4.45596, 1.13221, -4.04094], [2.60668, -3.79728, 0.80283], [1.45975, -2.64555, -1.02551], [-1.08226, 0.71949, -0.23353], [-0.84038, 2.19343, -1.27812], [-1.56511, 2.15970, 0.45836], [3.34293, 0.71715, 2.46136], [2.16940, 1.54559, 1.52276], [1.74148, 0.66328, 2.78508], [2.65410, -1.52731, 4.02263], [2.87518, -3.24516, 3.36668], [4.13362, -1.93412, 3.28534]]
}

Repeat the fourth record exactly.
{
  "formula": "C9H13N",
  "method": "ωB97M-V/def2-TZVPD",
  "gap_ev": 8.579,
  "lumo_energy_ev": 0.78,
  "homo_energy_ha": -0.2866,
  "charge": 0,
  "total_energy_ha": -405.27804,
  "relative_energy_kcal_mol": 94.5,
  "symbols": ["C", "C", "C", "C", "C", "C", "C", "C", "C", "N", "H", "H", "H", "H", "H", "H", "H", "H", "H", "H", "H", "H", "H"],
  "coordinates": [[0.77635, 1.46491, -0.15260], [-0.54500, 1.69166, -0.83452], [1.28671, -0.21105, 1.67678], [0.35087, 0.41272, 0.71516], [-0.98655, 0.35184, -0.00892], [1.78546, -0.02123, 0.24098], [-1.10155, -1.01643, -0.68776], [-2.21912, 0.60027, 0.76560], [1.97745, -1.12922, -0.67710], [2.06579, 1.33151, -0.31440], [-1.29848, 2.54279, -0.83313], [-0.45468, 1.51677, -1.94872], [1.72744, 0.37367, 2.56300], [1.18009, -1.32753, 1.91049], [-0.92962, -1.77400, 0.08638], [-0.29448, -1.10939, -1.31179], [-1.96022, -1.31328, -1.17415], [-2.24727, 1.48785, 1.37697], [-2.14067, -0.22713, 1.44065], [-3.08052, 0.49518, 0.15039], [1.70496, -0.74770, -1.71257], [1.34507, -2.01257, -0.45509], [3.05795, -1.37962, -0.81562]]
}

- What is the formula in the sixth record?
  C9H13N2